18
Properties=species:S:1:pos:R:3:mulliken_charge:R:1 method="wB97M-V/def2-TZVPD" homo_ev=-15.17 total_charge=+1 homo_lumo_gap_ev=12.3 energy_ha=-326.4950 e_above_lowest_ev=0.4936
O -1.74 -0.85 0.80 -0.586
C -1.84 0.04 -0.30 -0.367
C -0.50 -0.10 -0.99 -0.539
N 0.56 -0.36 0.03 0.018
C 1.62 -1.30 -0.36 -0.908
H -2.58 -1.03 1.22 0.352
H -1.96 1.04 0.11 0.304
H -2.63 -0.24 -0.98 0.356
H -0.57 -1.00 -1.59 0.353
H -0.27 0.73 -1.64 0.298
H 0.94 0.55 0.28 0.202
H 0.02 -0.68 0.85 0.434
H 2.14 -0.91 -1.21 0.399
H 2.35 -1.34 0.44 0.370
H 1.22 -2.26 -0.67 0.350
H 1.01 3.01 0.69 0.321
H 2.36 2.53 0.34 0.325
O 1.52 2.18 0.69 -0.684



9
Properties=species:S:1:pos:R:3:mulliken_charge:R:1 method="wB97M-V/def2-TZVPD" homo_ev="-9.20 / -8.35" total_charge=0 homo_lumo_gap_ev="8.4 / 6.4" energy_ha=-1178.7230 e_above_lowest_ev=3.3700
C -1.36 0.84 0.27 -0.679
P -2.84 -0.24 -0.16 0.010
S 3.19 -1.69 0.64 -0.076
S 3.12 0.08 -0.28 -0.124
H -1.47 1.82 -0.27 0.259
H -0.34 0.49 0.14 0.185
H -1.47 1.13 1.41 0.224
H -2.78 0.09 -1.49 0.009
H 3.93 -2.52 -0.26 0.191